Record 1
Formula: C44H86GaN7O4P
Source: the OMol25 dataset
Level of theory: ωB97M-V/def2-TZVPD

Values from the calculation:
Total energy   -4678.17681 Eh
HOMO   -4.31 eV
HOMO-LUMO gap   6.07 eV

ORCA input file:
```
! RIJCOSX wB97M-V def2-TZVPD def2/J DEFGRID3
* xyz -1 1
C 5.382 -1.109 -0.154
C 3.935 -1.724 -0.712
O 3.468 -1.087 -1.953
P 1.716 -0.853 -1.928
O 1.289 -0.798 -3.482
C 0.761 -2.240 -1.029
C -0.441 -2.939 -1.894
C -1.905 -2.521 -1.267
Ga -2.906 -4.170 -0.456
C -3.998 -3.554 1.196
C -4.503 -1.973 1.116
C -5.894 -1.766 0.268
C -5.773 -2.062 -1.341
C -6.486 -0.845 -2.229
C -5.428 0.301 -2.735
C -4.274 0.711 -1.643
C -4.846 1.812 -0.524
O -4.111 1.724 0.751
C -3.201 2.863 0.949
O 1.454 0.752 -1.305
C 0.101 0.929 -0.756
C 0.205 0.744 0.871
H 5.824 -1.954 0.543
H 6.099 -0.768 -1.013
H 5.087 -0.218 0.582
H 3.191 -1.632 0.198
H 4.144 -2.866 -0.984
H 1.517 -3.116 -0.738
H 0.279 -1.906 0.007
H -0.297 -4.121 -1.811
H -0.446 -2.695 -3.038
H -2.510 -2.007 -2.157
H -1.858 -1.725 -0.409
H -1.902 -5.409 -0.126
H -3.923 -4.730 -1.577
H -3.245 -3.586 2.121
H -4.912 -4.248 1.455
H -4.754 -1.674 2.244
H -3.628 -1.235 0.797
H -6.713 -2.479 0.709
H -6.226 -0.630 0.426
H -4.649 -2.110 -1.734
H -6.302 -3.070 -1.683
H -7.415 -0.365 -1.667
H -6.950 -1.348 -3.207
H -6.019 1.304 -2.990
H -4.889 -0.101 -3.697
H -3.712 -0.192 -1.151
H -3.444 1.317 -2.252
H -5.999 1.618 -0.439
H -4.716 2.871 -1.054
H -3.076 3.017 2.126
H -3.578 3.882 0.512
H -2.110 2.696 0.534
H -0.736 0.299 -1.277
H -0.185 2.072 -0.947
H -0.632 -0.035 1.188
H 0.178 1.740 1.486
H 1.241 0.190 1.075
C -4.921 2.985 4.850
C -5.492 2.233 6.046
C -4.598 1.087 6.519
C -4.496 0.012 5.524
N -4.410 -0.836 4.736
H -4.844 2.339 3.970
H -5.572 3.826 4.590
H -3.926 3.382 5.075
H -6.490 1.856 5.792
H -5.619 2.942 6.873
H -5.015 0.674 7.445
H -3.600 1.467 6.763
C 8.623 -0.761 2.641
C 8.332 -1.054 4.107
C 6.991 -1.753 4.327
C 5.851 -0.898 3.971
N 4.949 -0.225 3.685
H 7.895 -0.060 2.221
H 9.616 -0.313 2.538
H 8.601 -1.679 2.045
H 8.369 -0.117 4.676
H 9.129 -1.697 4.497
H 6.907 -2.033 5.384
H 6.954 -2.684 3.749
C -3.823 -1.462 -6.744
C -4.654 -2.580 -7.361
C -6.005 -2.774 -6.674
C -5.864 -3.248 -5.290
N -5.754 -3.617 -4.196
H -3.553 -1.688 -5.708
H -2.894 -1.330 -7.308
H -4.367 -0.513 -6.761
H -4.078 -3.513 -7.337
H -4.830 -2.339 -8.416
H -6.587 -3.509 -7.242
H -6.573 -1.837 -6.691
C -1.970 1.288 -11.718
C -1.257 0.695 -10.511
C -1.719 -0.722 -10.174
C -3.119 -0.762 -9.731
N -4.227 -0.795 -9.385
H -3.043 1.405 -11.533
H -1.562 2.278 -11.947
H -1.840 0.655 -12.602
H -1.399 1.356 -9.647
H -0.181 0.671 -10.721
H -1.083 -1.120 -9.375
H -1.584 -1.377 -11.042
C 4.067 4.922 5.927
C 3.962 4.988 4.409
C 4.335 3.675 3.723
C 5.754 3.336 3.900
N 6.873 3.065 4.044
H 5.098 4.748 6.251
H 3.736 5.868 6.368
H 3.439 4.122 6.330
H 4.595 5.803 4.039
H 2.928 5.239 4.144
H 4.124 3.765 2.651
H 3.707 2.861 4.102
C 6.099 -6.380 5.546
C 6.967 -6.345 4.295
C 8.460 -6.482 4.594
C 8.987 -5.334 5.344
N 9.402 -4.430 5.942
H 6.308 -5.531 6.203
H 5.041 -6.334 5.270
H 6.262 -7.303 6.111
H 6.774 -5.414 3.748
H 6.665 -7.170 3.639
H 9.004 -6.565 3.646
H 8.647 -7.409 5.149
C 2.777 8.361 1.310
C 1.946 7.244 0.693
C 0.595 7.049 1.380
C 0.736 6.575 2.764
N 0.846 6.206 3.858
H 3.047 8.136 2.346
H 3.706 8.493 0.746
H 2.233 9.311 1.293
H 2.522 6.311 0.717
H 1.770 7.484 -0.362
H 0.013 6.315 0.812
H 0.027 7.987 1.363
*
```

Atomic partial charges in e from the Mulliken method, atoms 1 to 4:
1 C -0.758
2 C -0.051
3 O -0.414
4 P 0.810

=====

Record 2
Formula: C31H37O4Si
Source: the OMol25 dataset
Level of theory: ωB97M-V/def2-TZVPD

Values from the calculation:
Total energy   -1793.62390 Eh
ΔE to the lowest compared entry with this formula, charge and spin   2.327 eV
HOMO   -10.21 eV
HOMO-LUMO gap   5.79 eV

ORCA input file:
```
! RIJCOSX wB97M-V def2-TZVPD def2/J DEFGRID3
* xyz 1 1
C 0.493 5.357 -2.134
Si 0.863 3.600 -2.630
C 0.491 3.316 -4.428
C 2.635 3.114 -2.296
O -0.151 2.660 -1.708
C -0.963 1.558 -1.762
C -0.477 0.339 -1.274
C -2.325 1.724 -2.075
C -2.916 2.981 -2.145
O -4.184 3.100 -2.514
C -4.673 4.444 -2.646
H 1.109 6.046 -2.731
H -0.554 5.614 -2.316
H 0.710 5.544 -1.078
H 0.967 4.093 -5.040
H 0.888 2.346 -4.751
H -0.584 3.337 -4.623
H 3.314 3.805 -2.817
H 2.883 3.139 -1.230
H 2.841 2.106 -2.677
H -1.237 -0.451 -1.166
H 0.497 0.077 -1.695
H -2.960 0.810 -2.162
H -2.342 3.905 -1.960
H -5.723 4.340 -2.937
H -4.587 4.972 -1.682
H -4.114 5.006 -3.415
C -1.087 -8.293 3.108
O -1.476 -7.054 3.731
C -0.952 -5.890 3.254
C -1.522 -4.690 3.733
C -1.103 -3.486 3.220
C -0.072 -3.422 2.263
C 0.324 -2.132 1.699
C -0.644 -1.134 1.480
C -0.499 0.141 0.877
C -1.414 1.213 1.279
C -0.994 2.550 1.132
C -1.898 3.590 1.253
C -3.236 3.317 1.602
C -3.620 2.001 1.875
C -2.725 0.946 1.711
C 1.712 -1.967 1.253
C 2.816 -2.592 1.895
C 4.096 -2.392 1.443
C 4.332 -1.608 0.288
O 5.622 -1.472 -0.132
C 5.854 -0.680 -1.315
C 3.248 -1.028 -0.390
C 1.987 -1.251 0.081
C 0.518 -4.633 1.818
C 0.089 -5.861 2.297
H -1.644 -9.044 3.659
H -1.373 -8.298 2.052
H -0.011 -8.463 3.209
H -2.302 -4.746 4.484
H -1.515 -2.562 3.603
H -1.648 -1.427 1.809
H 0.498 0.508 0.607
H 0.071 2.752 0.915
H -1.562 4.610 1.067
H -3.913 4.140 1.784
H -4.629 1.776 2.216
H -3.041 -0.079 1.888
H 2.644 -3.205 2.783
H 4.952 -2.834 1.948
H 6.932 -0.738 -1.475
H 5.319 -1.095 -2.184
H 5.552 0.369 -1.157
H 3.386 -0.450 -1.299
H 1.146 -0.873 -0.481
H 1.341 -4.617 1.096
H 0.540 -6.779 1.917
*
```

Atomic partial charges in e from the Mulliken method, atoms 1 to 4:
1 C -1.021
2 Si 0.279
3 C -1.084
4 C -1.069

=====

Record 3
Formula: C7H16FNOS
Source: the OMol25 dataset
Level of theory: ωB97M-V/def2-TZVPD

Values from the calculation:
Total energy   -904.17261 Eh
HOMO (spin up / spin down)   -7.65 / -7.65 eV
HOMO-LUMO gap (spin up / spin down)   7.92 / 7.92 eV

ORCA input file:
```
! RIJCOSX wB97M-V def2-TZVPD def2/J DEFGRID3
* xyz 0 1
C 0.933 -2.243 -0.859
C -4.053 -0.489 0.435
C 3.628 -0.065 -0.943
C 3.274 0.593 1.464
C -2.616 -0.566 0.735
C -1.805 -0.430 -0.610
C 2.694 0.614 0.048
N -0.409 0.004 -0.572
O 0.536 -1.244 1.506
F 2.106 1.854 -0.178
S 0.804 -0.888 0.167
H 1.544 -2.910 -0.262
H 1.442 -2.187 -1.854
H -4.313 0.630 0.244
H -4.580 -1.077 -0.311
H -4.606 -0.860 1.316
H 3.324 -1.136 -0.954
H 3.649 0.362 -1.920
H 4.637 -0.172 -0.533
H 2.613 1.132 2.166
H 4.235 0.975 1.479
H 3.467 -0.410 1.636
H -2.392 -1.616 1.133
H -2.329 0.146 1.484
H -1.653 -1.444 -1.053
H -2.339 0.101 -1.361
H -0.221 1.006 -0.571
*
```

Atomic partial charges in e from the Mulliken method, atoms 1 to 4:
1 C -1.103
2 C -1.294
3 C -1.178
4 C -1.542

=====

Record 4
Formula: C18H25F6GeN2O11P2S2SeTa
Source: the OMol25 dataset
Level of theory: ωB97M-V/def2-TZVPD

Values from the calculation:
Total energy   -8251.36162 Eh
ΔE to the lowest compared entry with this formula, charge and spin   0.000 eV
HOMO   -14.13 eV
HOMO-LUMO gap   6.52 eV

ORCA input file:
```
! RIJCOSX wB97M-V def2-TZVPD def2/J DEFGRID3
* xyz 2 1
Ta -0.810 -1.168 0.271
F 2.388 -4.626 -0.763
C 3.123 -3.583 -0.434
F 4.213 -3.946 0.194
F 3.401 -2.852 -1.493
S 2.133 -2.513 0.725
O 0.884 -2.228 -0.120
O 2.849 -1.330 1.043
N 1.797 -3.465 1.915
S 0.357 -3.434 2.553
O 0.292 -3.736 3.927
O -0.278 -2.137 2.149
C -0.453 -4.895 1.702
F -1.632 -5.142 2.224
F 0.359 -5.908 1.901
F -0.557 -4.671 0.386
C -5.817 -2.223 0.440
C -4.536 -1.501 0.031
O -4.697 -0.565 -1.005
P -3.816 -0.543 1.440
O -4.540 0.813 1.627
O -3.941 -1.290 2.799
O -2.367 -0.196 1.058
P -3.160 -2.660 -0.317
O -3.762 -3.832 -1.138
O -2.528 -2.916 1.025
O -2.050 -1.906 -1.117
H -6.569 -1.502 0.765
H -5.650 -2.941 1.243
H -6.206 -2.769 -0.420
H -5.523 -0.726 -1.480
H -5.328 0.867 2.189
H -3.500 -2.158 2.830
H -3.185 -4.429 -1.637
C 4.028 1.366 2.963
Ge 3.107 2.683 1.867
C 2.037 3.903 2.950
C 4.274 3.623 0.624
C 1.861 1.638 0.688
Se 0.411 0.834 1.699
C -0.839 2.302 1.449
H 4.697 1.867 3.662
H 4.621 0.692 2.345
H 3.321 0.772 3.543
H 2.693 4.421 3.649
H 1.288 3.374 3.543
H 1.542 4.660 2.339
H 5.023 4.194 1.172
H 3.706 4.319 0.006
H 4.797 2.921 -0.027
H 2.407 0.823 0.218
H 1.375 2.239 -0.080
H -0.320 3.198 1.781
H -1.716 2.134 2.064
H -1.102 2.370 0.396
N 1.882 4.438 -7.537
C 1.584 3.809 -6.624
C 1.209 3.024 -5.482
C 0.055 2.241 -5.533
C -0.306 1.488 -4.435
C 0.487 1.519 -3.281
C 1.647 2.304 -3.238
C 2.007 3.055 -4.337
C 0.117 0.744 -2.154
C -0.203 0.074 -1.179
H -0.545 2.231 -6.432
H -1.196 0.874 -4.459
H 2.260 2.313 -2.347
H 2.900 3.664 -4.322
*
```

Atomic partial charges in e from the Mulliken method, atoms 1 to 4:
1 Ta 2.131
2 F -0.169
3 C 0.520
4 F -0.153

=====

Record 5
Formula: C2H4IO2S
Source: the OMol25 dataset
Level of theory: ωB97M-V/def2-TZVPD

Values from the calculation:
Total energy   -924.91461 Eh
ΔE to the lowest compared entry with this formula, charge and spin   2.000 eV
HOMO   -3.54 eV
HOMO-LUMO gap   6.20 eV

ORCA input file:
```
! RIJCOSX wB97M-V def2-TZVPD def2/J DEFGRID3
* xyz -1 1
C 0.582 0.276 1.113
C 1.043 1.152 -0.717
O 1.919 -0.131 3.300
O 2.640 -1.563 1.333
S 2.392 -0.201 1.862
I -0.271 2.732 -1.614
H 0.105 0.860 1.948
H 0.077 -0.696 0.921
H 1.829 1.695 -0.355
H 1.240 0.372 -1.548
*
```

Atomic partial charges in e from the Mulliken method, atoms 1 to 4:
1 C -0.584
2 C -0.730
3 O -0.628
4 O -0.610

=====

Record 6
Formula: C28H22AsF5N6O4PS4TeW
Source: the OMol25 dataset
Level of theory: ωB97M-V/def2-TZVPD

Values from the calculation:
Total energy   -6714.22780 Eh
ΔE to the lowest compared entry with this formula, charge and spin   2.261 eV
HOMO (spin up / spin down)   -3.43 / -3.43 eV
HOMO-LUMO gap (spin up / spin down)   4.83 / 4.83 eV

ORCA input file:
```
! RIJCOSX wB97M-V def2-TZVPD def2/J DEFGRID3
* xyz -1 1
W 0.858 0.708 -0.216
C 0.757 -3.221 -2.497
C 1.212 -2.180 -1.717
N 0.390 -1.189 -1.341
C -0.890 -1.269 -1.746
C -1.318 -2.342 -2.536
N -0.512 -3.310 -2.913
C -1.759 -0.220 -1.269
C -3.053 -0.024 -1.641
C -3.848 0.962 -1.014
C -3.292 1.615 0.072
C -1.973 1.405 0.439
N -1.129 0.604 -0.332
C -1.329 1.831 1.621
C -1.947 2.525 2.684
N -1.364 2.714 3.836
C -0.130 2.171 3.978
C 0.514 1.517 2.961
N -0.057 1.399 1.743
C -5.216 1.231 -1.475
C -5.571 1.080 -2.816
C -6.869 1.346 -3.216
N -7.838 1.753 -2.397
C -7.495 1.902 -1.117
C -6.230 1.659 -0.615
H 1.445 -3.996 -2.803
H 2.250 -2.139 -1.430
H -2.351 -2.401 -2.853
H -3.493 -0.655 -2.401
H -3.884 2.316 0.644
H -2.947 2.922 2.554
H 0.351 2.284 4.940
H 1.500 1.100 3.078
H -4.832 0.794 -3.554
H -7.143 1.235 -4.261
H -8.286 2.228 -0.448
H -6.047 1.775 0.446
S 2.996 1.380 1.179
As 3.050 -0.604 0.400
S 1.219 -1.224 1.418
S 3.180 1.761 -1.896
S 4.661 -1.821 -0.015
C 3.340 5.006 1.978
C 1.943 4.823 1.439
O 2.007 4.899 -0.005
P 1.084 4.040 -0.958
O 0.593 2.822 -0.216
Te 2.294 3.623 -3.001
O -0.228 4.913 -1.213
C -0.175 6.046 -2.097
C -1.589 6.552 -2.265
H 3.320 4.967 3.068
H 3.754 5.967 1.671
H 3.986 4.209 1.611
H 1.266 5.608 1.784
H 1.532 3.856 1.728
H 0.235 5.733 -3.061
H 0.480 6.809 -1.670
H -2.222 5.768 -2.679
H -1.600 7.406 -2.944
H -2.002 6.864 -1.306
F -0.316 0.220 -7.608
C -0.128 0.438 -6.297
C 0.886 -0.197 -5.614
F 1.687 -1.043 -6.277
C 1.101 0.016 -4.258
F 2.112 -0.667 -3.705
C 0.290 0.879 -3.510
O 0.375 1.166 -2.249
C -0.741 1.509 -4.248
F -1.554 2.365 -3.610
C -0.950 1.306 -5.593
F -1.947 1.943 -6.224
*
```

Atomic partial charges in e from the Mulliken method, atoms 1 to 4:
1 W -0.109
2 C -0.662
3 C -0.053
4 N 0.635